# C3H5NOS

C3H5NOS as an isolated structure (ωB97M-V/def2-TZVPD, the Open Molecules 2025 dataset).

Summary:
* DFT total energy: -17562.8408 eV
* 2S+1: 1
* HOMO-LUMO gap: 9.70 eV
* LUMO: 0.458 eV

Geometry as XYZ:
```
11
C3H5NOS, DFT ωB97M-V/def2-TZVPD
H -1.000 -1.286 1.109
C -0.806 1.068 -0.287
C -1.165 -0.341 -0.721
H 1.520 0.047 0.032
H 1.445 1.821 -0.264
O -1.400 -0.567 -1.883
H -1.312 -2.119 -0.445
C 1.096 0.970 0.206
H -1.329 1.851 -0.755
S -0.225 1.207 1.336
N -1.274 -1.308 0.136
```